Density functional theory data (ωB97M-V/def2-TZVPD) for a cluster of 5 separate species, C24H54F7NO5P in total.

```
! wB97M-V def2-TZVPD RIJCOSX def2/J DEFGRID3
* xyz 1 1
C -4.36 1.73 -1.26
C -4.83 0.47 -2.00
C -3.70 -0.52 -2.31
N -3.39 -0.66 -3.77
P -2.24 0.31 -4.36
O -0.83 -0.27 -4.07
C 0.32 0.55 -3.63
C 1.32 -0.36 -2.94
C -2.56 0.31 -6.20
F -3.87 0.56 -6.39
F -2.29 -0.94 -6.58
C -1.73 1.25 -7.12
F -0.44 1.01 -6.85
F -2.00 0.92 -8.37
C -1.99 2.77 -6.95
F -3.20 3.09 -7.38
F -1.07 3.46 -7.61
F -1.90 3.08 -5.63
H -3.66 2.32 -1.86
H -3.87 1.47 -0.32
H -5.20 2.37 -1.03
H -5.34 0.75 -2.92
H -5.56 -0.05 -1.38
H -2.77 -0.23 -1.81
H -3.94 -1.52 -1.96
H -4.24 -0.65 -4.34
H -2.27 1.60 -3.85
H -0.06 1.32 -2.95
H 0.73 1.04 -4.51
H 1.26 -1.36 -3.39
H 1.08 -0.45 -1.88
H 2.32 0.04 -3.06
C -5.91 -5.70 -1.72
C -6.18 -4.28 -1.24
O -6.06 -3.30 -2.26
C -6.94 -3.45 -3.37
C -8.41 -3.41 -3.01
H -4.92 -5.78 -2.16
H -5.96 -6.38 -0.87
H -6.64 -6.04 -2.45
H -5.44 -3.99 -0.50
H -7.16 -4.22 -0.76
H -6.70 -4.36 -3.92
H -6.70 -2.61 -4.03
H -8.70 -4.25 -2.37
H -9.01 -3.47 -3.92
H -8.66 -2.49 -2.49
C 3.22 1.45 2.80
C 2.38 0.60 1.86
O 2.14 1.20 0.59
C 3.30 1.55 -0.15
C 4.21 0.38 -0.46
H 2.75 2.42 2.98
H 3.31 0.94 3.76
H 4.22 1.62 2.42
H 1.39 0.44 2.29
H 2.84 -0.38 1.73
H 3.86 2.35 0.35
H 2.91 1.97 -1.08
H 4.65 -0.06 0.44
H 5.04 0.70 -1.10
H 3.66 -0.41 -0.97
C 7.89 0.53 5.28
C 7.03 -0.27 4.32
O 6.81 0.36 3.08
C 7.96 0.65 2.31
C 8.78 -0.56 1.93
H 7.45 1.51 5.46
H 7.97 0.00 6.24
H 8.91 0.67 4.91
H 6.04 -0.41 4.75
H 7.46 -1.27 4.18
H 8.59 1.39 2.82
H 7.57 1.14 1.41
H 9.21 -1.06 2.80
H 9.61 -0.26 1.28
H 8.17 -1.29 1.38
C 0.19 3.49 6.31
C 0.00 2.32 5.35
O 1.01 1.33 5.43
C 1.16 0.69 6.68
C -0.08 -0.04 7.16
H 1.16 3.96 6.15
H -0.59 4.23 6.14
H 0.13 3.17 7.35
H 0.06 2.68 4.32
H -0.99 1.88 5.48
H 1.49 1.41 7.44
H 1.98 -0.01 6.53
H -0.92 0.63 7.34
H 0.13 -0.56 8.09
H -0.39 -0.78 6.42
*
```

Summary:
LUMO energy	-2.522	eV
ΔE to the lowest compared entry with this formula, charge and spin	0.0	kcal per mole

Results of the Löwdin charge analysis, in e, for atoms 1 through 8: -0.10, -0.23, -0.21, -0.10, 0.95, -0.22, -0.20, -0.05